Formula: C14H24N3O5PdS4Se2
Source: the Open Molecules 2025 dataset
Level of theory: wB97M-V/def2-TZVPD

Last column: Mulliken spin population.
Geometry (Å):
Pd1 -0.562 0.419 -0.193  1.159
C1 0.830 -1.877 3.764  0.007
C2 0.021 -0.628 4.082  0.009
S1 -0.642 0.388 2.722  0.096
C3 0.456 1.804 2.729  0.001
C4 1.821 1.609 2.084  0.008
S2 1.813 0.871 0.414  0.190
C5 2.843 -0.615 0.569  0.001
C6 2.335 -1.783 1.394  -0.007
S3 2.525 -1.623 3.189  0.001
H1 0.309 -2.526 3.059  -0.002
H2 0.920 -2.446 4.692  0.000
H3 0.602 0.048 4.711  0.001
H4 -0.861 -0.914 4.657  0.001
H5 0.604 2.146 3.755  -0.002
H6 -0.121 2.588 2.238  -0.004
H7 2.420 0.930 2.688  0.002
H8 2.346 2.561 2.013  0.002
H9 3.813 -0.247 0.910  0.009
H10 2.972 -0.934 -0.468  0.005
H11 2.880 -2.670 1.066  -0.002
H12 1.287 -1.958 1.181  0.001
C7 -0.912 0.318 -4.024  0.004
Se1 0.444 0.456 -2.649  0.329
C8 0.732 2.363 -2.770  0.012
C9 -0.466 3.187 -2.337  -0.002
Se2 -0.808 3.067 -0.422  0.306
C10 0.778 4.063 0.074  -0.005
H13 -0.467 0.755 -4.916  0.011
H14 -1.819 0.825 -3.720  0.000
H15 -1.098 -0.741 -4.162  -0.001
H16 0.996 2.579 -3.806  0.006
H17 1.613 2.564 -2.163  0.000
H18 -1.393 2.891 -2.819  -0.008
H19 -0.294 4.246 -2.536  0.006
H20 0.726 5.005 -0.469  0.012
H21 1.695 3.538 -0.178  0.002
H22 0.742 4.272 1.139  -0.001
O1 -2.319 -1.133 -1.936  -0.011
S4 -3.069 -0.165 -1.174  -0.077
O2 -4.491 -0.207 -1.217  0.127
O3 -2.590 -0.246 0.295  0.366
O4 -2.550 1.231 -1.511  0.436
N1 -2.340 -3.204 0.392  0.051
C11 -1.243 -2.880 -0.286  0.077
O5 -0.386 -2.077 0.093  0.065
C12 -1.011 -3.584 -1.579  0.342
C13 0.092 -3.155 -2.337  -0.023
N2 0.993 -2.775 -2.950  0.254
C14 -1.875 -4.577 -2.056  -0.022
N3 -2.627 -5.401 -2.361  0.275
H23 -2.598 -2.587 1.148  -0.003
H24 -3.065 -3.772 -0.019  -0.004

The value obtained for the energy relative to the best compared isomer or geometry (same formula, charge and spin) is 0.000 eV. For the electronic energy, the calculation gives -7611.4789 Ha. Its spin multiplicity is 5. The lowest unoccupied orbital energy (alpha / beta) is -2.31 / -6.16 eV. The expectation value of S² is 6.05. The calculation puts the frontier orbital gap (alpha / beta) at 9.40 / 5.55 eV. As for the net charge: +1.